C37H29CsF4N8O2S | wB97M-V/def2-TZVPD

The calculation puts the HOMO energy at -1.07 eV. The orbital gap comes out at 4.8699 eV. The calculation puts the strongest force on any atom at 3.16 eV Å⁻¹. The calculation puts the total energy at -77108.1323 eV.

Geometry as ORCA input:
```
! RIJCOSX wB97M-V def2-TZVPD def2/J DEFGRID3
* xyz -2 1
Cs 1.053 0.215 1.297
C -2.582 -1.057 0.604
N -2.419 -0.371 1.818
C -3.093 -0.943 2.956
C -2.613 1.059 1.610
C -2.421 1.943 2.859
N -1.038 1.934 3.186
C -0.565 1.993 4.429
C 0.865 2.022 4.610
F 1.688 1.943 3.473
C 1.490 2.023 5.845
F 2.881 2.015 5.864
C 0.824 2.053 7.047
C -0.545 1.980 6.920
F -1.293 1.906 8.037
C -1.225 1.977 5.693
F -2.579 1.959 5.692
H -3.649 -0.946 0.195
H -2.296 -2.105 0.605
H -1.901 -0.677 -0.137
H -4.180 -0.968 2.808
H -2.807 -0.412 3.857
H -2.767 -1.965 3.129
H -3.660 1.191 1.231
H -1.884 1.381 0.821
H -3.189 1.739 3.645
H -2.738 2.891 2.469
H 1.380 2.228 7.985
N -0.865 -4.995 1.486
C -0.891 -4.664 2.824
C -0.244 -3.456 2.863
N 0.212 -3.094 1.648
C -0.160 -4.059 0.819
C 0.079 -4.235 -0.586
N 0.069 -2.829 -1.237
C -1.137 -2.817 -1.994
C -1.709 -4.030 -2.038
N -0.955 -5.005 -1.248
H -1.214 -5.837 1.065
H -1.307 -5.250 3.595
H -0.083 -2.942 3.758
H -1.454 -1.968 -2.537
H -2.665 -4.329 -2.557
H -0.536 -5.687 -1.850
S -0.272 0.073 -4.376
C -1.663 1.080 -3.883
C -2.568 1.659 -4.738
C -3.625 2.407 -4.164
C -3.570 2.626 -2.768
C -2.692 1.974 -1.898
C -1.703 1.181 -2.476
N -0.749 0.432 -1.848
C 0.066 -0.230 -2.633
C 1.274 -1.059 -2.377
C 2.513 -0.487 -2.723
C 3.726 -1.020 -2.274
C 3.662 -2.165 -1.534
C 2.457 -2.732 -1.112
C 1.250 -2.234 -1.614
H -2.514 1.480 -5.798
H -4.399 2.832 -4.789
H -4.340 3.209 -2.264
H -2.770 2.123 -0.887
H 2.489 0.406 -3.319
H 4.696 -0.660 -2.593
H 4.615 -2.643 -1.213
H 2.376 -3.691 -0.605
O 3.949 2.070 0.523
C 3.298 2.402 -0.506
N 1.968 2.612 -0.565
C 1.573 2.987 -1.849
O 0.452 3.281 -2.267
C 2.800 2.837 -2.772
C 2.918 2.600 -4.117
C 4.222 2.253 -4.634
C 5.256 1.922 -3.778
C 5.077 2.086 -2.407
C 3.859 2.493 -1.930
H 2.073 2.588 -4.814
H 4.385 2.217 -5.696
H 6.236 1.632 -4.104
H 5.799 1.650 -1.758
*
```



C37H29NPS5SbTeZr | wB97M-V/def2-TZVPD

The calculation puts the HOMO energy at -1.03 eV. The orbital gap comes out at 4.9476 eV. The calculation puts the strongest force on any atom at 1.80 eV Å⁻¹. The calculation puts the total energy at -118909.1447 eV.

Geometry as ORCA input:
```
! RIJCOSX wB97M-V def2-TZVPD def2/J DEFGRID3
* xyz -2 1
Zr 1.784 0.371 0.770
S 6.101 -0.870 3.218
Sb 4.632 0.106 1.781
S 2.871 1.296 2.921
S 3.334 -1.575 0.599
S 5.550 1.547 0.260
N 0.029 1.773 1.855
C -0.493 1.408 3.159
C -1.207 2.338 3.898
C -1.735 2.004 5.135
C -1.518 0.739 5.657
C -0.797 -0.191 4.934
C -0.293 0.114 3.670
P 0.521 -1.121 2.612
C 0.716 -2.583 3.726
C 1.846 -2.708 4.528
C 2.019 -3.840 5.305
C 1.078 -4.856 5.271
C -0.028 -4.753 4.443
C -0.203 -3.626 3.664
C -0.781 -1.595 1.490
C -2.068 -1.044 1.512
C -2.963 -1.275 0.499
C -2.574 -2.097 -0.593
C -1.318 -2.563 -0.724
C -0.215 -2.052 0.155
H -0.745 2.110 1.265
H 0.656 2.586 1.980
H -1.355 3.335 3.500
H -2.308 2.731 5.693
H -1.922 0.479 6.626
H -0.617 -1.178 5.335
H 2.581 -1.914 4.543
H 2.894 -3.935 5.930
H 1.212 -5.735 5.886
H -0.751 -5.556 4.401
H -1.051 -3.524 2.999
H -2.395 -0.512 2.400
H -3.967 -0.882 0.551
H -3.337 -2.395 -1.303
H -1.032 -3.179 -1.568
H 0.574 -2.815 0.310
Te 2.705 2.551 -0.799
C 0.868 3.242 -1.624
C 0.587 3.453 -2.934
C -0.657 4.075 -3.177
C -1.331 4.366 -2.041
S -0.445 3.852 -0.655
H 1.272 3.168 -3.712
H -1.037 4.301 -4.159
H -2.292 4.825 -1.915
C 0.428 -0.838 -0.534
C 0.403 -0.408 -1.721
C 0.170 0.121 -2.950
C 1.193 0.034 -3.972
C 2.289 -0.823 -3.783
C 3.269 -0.957 -4.742
C 3.202 -0.226 -5.921
C 2.164 0.675 -6.097
C 1.179 0.809 -5.139
C -1.159 0.682 -3.136
C -1.819 0.694 -4.372
C -3.096 1.208 -4.491
C -3.764 1.711 -3.386
C -3.151 1.647 -2.142
C -1.880 1.137 -2.022
H 2.354 -1.389 -2.859
H 4.098 -1.633 -4.574
H 3.965 -0.338 -6.683
H 2.129 1.289 -6.990
H 0.404 1.548 -5.277
H -1.341 0.270 -5.243
H -3.584 1.199 -5.460
H -4.761 2.123 -3.490
H -3.675 1.989 -1.256
H -1.413 1.078 -1.044
*
```



C37H30BCl5LiN4O2P2 | wB97M-V/def2-TZVPD

The calculation puts the HOMO energy at -4.90 eV. The orbital gap comes out at 6.9658 eV. The calculation puts the strongest force on any atom at 2.62 eV Å⁻¹. The calculation puts the total energy at -130988.8051 eV.

Geometry as ORCA input:
```
! RIJCOSX wB97M-V def2-TZVPD def2/J DEFGRID3
* xyz -1 1
Li -0.093 0.364 0.196
B 2.655 -0.001 2.877
N 1.135 -0.016 3.142
C 0.636 -0.259 4.360
C -0.741 -0.154 4.300
C -0.987 0.177 2.970
N 0.151 0.245 2.292
N 3.048 0.032 1.386
C 4.330 -0.024 1.004
C 4.378 -0.027 -0.375
C 3.039 0.036 -0.748
N 2.256 0.076 0.323
H 3.135 0.968 3.407
H 3.102 -1.018 3.350
H 1.275 -0.493 5.190
H -1.445 -0.307 5.098
H -1.923 0.367 2.482
H 5.127 -0.067 1.719
H 5.248 -0.065 -1.002
H 2.625 0.032 -1.736
O 0.107 0.112 -1.699
P -0.635 -0.424 -2.833
C -1.919 -1.688 -2.413
P -1.474 -2.169 -0.680
O -1.391 -1.088 0.291
C -2.775 -3.327 -0.124
C -3.971 -2.723 0.248
C -4.974 -3.471 0.835
C -4.792 -4.828 1.048
C -3.589 -5.423 0.710
C -2.580 -4.676 0.128
C 0.032 -3.149 -0.915
C 1.188 -2.771 -0.251
C 2.345 -3.513 -0.421
C 2.334 -4.649 -1.213
C 1.170 -5.039 -1.858
C 0.023 -4.284 -1.720
C -1.311 0.867 -3.915
C -2.060 0.584 -5.047
C -2.496 1.620 -5.852
C -2.166 2.930 -5.538
C -1.398 3.207 -4.418
C -0.967 2.176 -3.604
C 0.542 -1.277 -3.958
C 0.454 -2.559 -4.476
C 1.500 -3.087 -5.214
C 2.634 -2.334 -5.458
C 2.718 -1.039 -4.971
C 1.679 -0.519 -4.224
H -1.867 -2.554 -3.070
H -2.921 -1.266 -2.467
H -4.083 -1.658 0.102
H -5.895 -2.995 1.136
H -5.581 -5.419 1.491
H -3.428 -6.474 0.908
H -1.634 -5.142 -0.111
H 1.175 -1.894 0.380
H 3.254 -3.202 0.069
H 3.228 -5.248 -1.322
H 1.155 -5.933 -2.467
H -0.892 -4.583 -2.216
H -2.312 -0.441 -5.280
H -3.101 1.409 -6.723
H -2.532 3.737 -6.158
H -1.140 4.228 -4.177
H -0.387 2.367 -2.713
H -0.424 -3.167 -4.314
H 1.428 -4.096 -5.596
H 3.449 -2.754 -6.030
H 3.598 -0.444 -5.170
H 1.742 0.483 -3.821
Cl 0.480 3.434 1.711
C -0.993 3.444 0.823
C -1.309 2.276 0.132
C -2.529 2.347 -0.518
Cl -3.039 0.952 -1.407
C -3.369 3.455 -0.538
Cl -4.882 3.452 -1.386
C -2.975 4.603 0.132
Cl -3.953 6.024 0.102
C -1.772 4.596 0.828
Cl -1.263 6.034 1.643
*
```



C37H30F5MoN3O2P2S | wB97M-V/def2-TZVPD

The calculation puts the HOMO energy (alpha / beta) at -13.52 / -13.52 eV. The orbital gap (alpha / beta) comes out at 6.3351 / 6.3391 eV. The calculation puts the strongest force on any atom at 3.95 eV Å⁻¹. The calculation puts the total energy at -92264.0408 eV.

Geometry as ORCA input:
```
! RIJCOSX wB97M-V def2-TZVPD def2/J DEFGRID3
* xyz 2 1
Mo -0.453 0.323 -0.613
C 1.712 0.823 2.019
C 2.650 0.262 0.955
P 2.053 0.667 -0.742
C 3.418 0.092 -1.817
C 4.171 -1.040 -1.509
C 5.300 -1.336 -2.255
C 5.680 -0.527 -3.315
C 4.907 0.573 -3.649
C 3.779 0.881 -2.911
C 2.237 2.464 -0.911
C 1.567 3.041 -1.992
C 1.730 4.381 -2.280
C 2.553 5.159 -1.479
C 3.210 4.595 -0.399
C 3.066 3.247 -0.115
P 0.012 0.177 1.771
C 0.076 -1.603 2.110
C -0.898 -2.387 1.489
C -0.881 -3.764 1.627
C 0.127 -4.372 2.360
C 1.075 -3.598 3.010
C 1.051 -2.217 2.892
C -0.991 0.957 3.058
C -0.847 2.323 3.311
C -1.608 2.921 4.297
C -2.529 2.173 5.017
C -2.698 0.824 4.741
C -1.933 0.209 3.765
H 1.654 1.915 1.948
H 2.053 0.565 3.028
H 2.702 -0.828 1.036
H 3.665 0.655 1.072
H 3.897 -1.687 -0.689
H 5.897 -2.195 -1.994
H 6.574 -0.750 -3.876
H 5.191 1.210 -4.471
H 3.203 1.756 -3.173
H 0.938 2.408 -2.621
H 1.231 4.816 -3.131
H 2.688 6.205 -1.701
H 3.857 5.203 0.214
H 3.614 2.825 0.714
H -1.689 -1.901 0.919
H -1.651 -4.360 1.160
H 0.168 -5.447 2.432
H 1.839 -4.068 3.608
H 1.790 -1.625 3.412
H -0.141 2.916 2.746
H -1.482 3.974 4.502
H -3.112 2.646 5.795
H -3.428 0.252 5.293
H -2.055 -0.848 3.567
C -5.829 1.414 0.321
N -5.449 0.717 -0.878
C -6.250 0.429 -1.949
C -5.484 -0.185 -2.887
N -4.217 -0.267 -2.374
C -4.205 0.280 -1.144
S -2.941 0.349 0.005
H -6.891 1.646 0.289
H -5.259 2.341 0.408
H -5.613 0.803 1.198
H -7.291 0.678 -1.964
H -5.738 -0.565 -3.855
H -3.427 -0.686 -2.844
O -0.687 4.461 0.381
C -0.614 3.327 0.155
N -0.522 2.148 -0.036
F -0.219 -6.530 -2.122
C -0.287 -5.215 -2.039
C -1.327 -4.528 -2.670
F -2.252 -5.180 -3.351
C -1.404 -3.146 -2.560
F -2.408 -2.467 -3.139
C -0.466 -2.417 -1.820
O -0.556 -1.125 -1.590
C 0.582 -3.129 -1.219
F 1.467 -2.384 -0.522
C 0.680 -4.508 -1.314
F 1.666 -5.147 -0.702
*
```



C37H30KN3O2P | wB97M-V/def2-TZVPD

The calculation puts the HOMO energy at -3.95 eV. The orbital gap comes out at 6.1784 eV. The calculation puts the strongest force on any atom at 1.49 eV Å⁻¹. The calculation puts the total energy at -73036.1408 eV.

Geometry as ORCA input:
```
! RIJCOSX wB97M-V def2-TZVPD def2/J DEFGRID3
* xyz -1 1
K 0.161 -1.189 -1.154
O -0.634 -0.453 -5.401
C -0.173 0.806 -5.428
C -0.607 1.623 -6.473
C -0.153 2.923 -6.573
C 0.743 3.431 -5.637
C 1.164 2.621 -4.598
C 0.714 1.310 -4.461
C 1.174 0.439 -3.324
O 0.843 -0.789 -3.362
N 1.925 1.061 -2.430
N 2.211 0.322 -1.314
C 3.266 0.650 -0.689
C 3.596 -0.006 0.589
C 4.745 0.382 1.276
C 5.047 -0.227 2.480
C 4.188 -1.197 2.968
C 3.066 -1.514 2.213
N 2.771 -0.951 1.050
H -0.173 -0.872 -4.624
H -1.295 1.205 -7.196
H -0.500 3.547 -7.389
H 1.107 4.446 -5.718
H 1.848 2.990 -3.847
H 3.928 1.432 -1.070
H 5.381 1.153 0.862
H 5.935 0.056 3.032
H 4.369 -1.697 3.909
H 2.365 -2.260 2.567
C 0.724 -4.383 1.604
C -0.493 -4.279 0.946
C -0.543 -4.419 -0.436
C 0.624 -4.637 -1.155
C 1.844 -4.730 -0.495
C 1.890 -4.614 0.886
H 0.765 -4.261 2.680
H -1.401 -4.053 1.490
H -1.489 -4.314 -0.947
H 0.587 -4.711 -2.235
H 2.756 -4.874 -1.059
H 2.842 -4.679 1.399
C -4.005 4.610 1.288
C -3.998 3.980 0.049
C -3.170 2.891 -0.172
C -2.346 2.398 0.840
C -2.363 3.037 2.076
C -3.181 4.138 2.298
P -1.319 0.926 0.422
C -0.189 0.887 1.885
C 0.837 1.833 1.934
C 1.734 1.866 2.989
C 1.637 0.931 4.013
C 0.645 -0.036 3.961
C -0.261 -0.058 2.906
C -2.482 -0.472 0.671
C -3.364 -0.480 1.765
C -4.271 -1.509 1.919
C -4.303 -2.515 0.951
C -3.428 -2.473 -0.122
C -2.452 -1.466 -0.334
H -4.645 5.466 1.461
H -4.632 4.342 -0.749
H -3.160 2.412 -1.144
H -1.726 2.676 2.875
H -3.176 4.622 3.267
H 0.938 2.545 1.121
H 2.524 2.607 3.003
H 2.346 0.944 4.832
H 0.573 -0.782 4.743
H -1.027 -0.821 2.869
H -3.353 0.332 2.489
H -4.956 -1.523 2.759
H -5.025 -3.322 1.040
H -3.519 -3.282 -0.847
*
```



C37H30NO3 | wB97M-V/def2-TZVPD

The calculation puts the HOMO energy at -9.46 eV. The orbital gap comes out at 4.3404 eV. The calculation puts the strongest force on any atom at 2.93 eV Å⁻¹. The calculation puts the total energy at -46480.4451 eV.

Geometry as ORCA input:
```
! RIJCOSX wB97M-V def2-TZVPD def2/J DEFGRID3
* xyz 1 1
C -1.351 -5.132 -4.356
C 0.002 -4.850 -4.354
C 0.606 -4.389 -3.203
C -0.126 -4.200 -2.035
C 0.583 -3.732 -0.813
C -0.105 -3.618 0.407
N 0.474 -3.193 1.595
C 1.757 -2.751 1.664
C 2.319 -2.276 2.845
C 1.535 -2.266 4.024
C 2.100 -1.773 5.214
C 3.394 -1.329 5.243
C 4.176 -1.354 4.083
C 3.654 -1.811 2.910
C 0.212 -2.773 3.948
C -0.288 -3.205 2.768
O 1.795 -3.481 -0.906
C -1.489 -4.477 -2.061
C -2.092 -4.944 -3.208
H -1.826 -5.493 -5.255
H 0.585 -4.993 -5.249
H 1.661 -4.170 -3.185
H -1.147 -3.873 0.437
H 2.346 -2.757 0.769
H 1.508 -1.753 6.113
H 3.824 -0.970 6.163
H 5.204 -1.030 4.126
H 4.260 -1.846 2.023
H -0.379 -2.816 4.847
H -1.294 -3.582 2.711
H -2.086 -4.316 -1.183
H -3.148 -5.163 -3.205
C -0.555 -9.034 -4.954
O 0.832 -8.939 -4.730
C 1.194 -8.457 -3.476
C 2.540 -8.594 -3.100
C 2.976 -8.190 -1.871
C 2.088 -7.624 -0.926
C 2.588 -7.200 0.332
C 1.878 -6.945 1.533
C 2.537 -6.288 2.599
C 1.925 -6.093 3.804
C 0.628 -6.572 4.040
O 0.062 -6.411 5.325
C -0.393 -7.561 6.032
C 0.364 -8.048 7.103
C -0.028 -9.175 7.789
C -1.182 -9.842 7.424
C -1.952 -9.367 6.379
C -1.570 -8.234 5.696
C -0.036 -7.221 2.989
C 0.562 -7.401 1.774
C 0.745 -7.446 -1.328
C 0.315 -7.849 -2.562
H -0.723 -9.549 -5.901
H -1.020 -9.607 -4.152
H -0.998 -8.040 -5.007
H 3.215 -9.042 -3.809
H 4.010 -8.319 -1.600
H 3.660 -7.101 0.396
H 3.545 -5.942 2.445
H 2.438 -5.593 4.607
H 1.257 -7.517 7.383
H 0.564 -9.537 8.615
H -1.489 -10.723 7.966
H -2.857 -9.883 6.103
H -2.196 -7.834 4.920
H -1.033 -7.586 3.146
H 0.050 -7.960 1.013
H 0.070 -6.905 -0.688
H -0.702 -7.653 -2.851
*
```



- The highest strongest force on any atom belongs to which entry?
  C37H30F5MoN3O2P2S



- Which value of strongest force on any atom does entry 2 give?
  1.80 eV Å⁻¹



- What is the strongest force on any atom in the second record?
  1.80 eV Å⁻¹



- Which value of strongest force on any atom does entry 5 give?
  1.49 eV Å⁻¹